[1]
Computed, not measured: C29H51N9O5SSr as an isolated structure in a non-equilibrium geometry, with ωB97M-V with the def2-TZVPD basis set.

Calculated values
- Strongest force on any atom: 0.0293 hartree/bohr
- Relative energy (zero: lowest compared OMol25 entry of this formula, charge and spin): 4.8 kJ/mol
- Lowest unoccupied orbital energy: 0.17 eV
- 2S+1: 1
- Orbital gap: 0.27389 Ha

CARTESIAN COORDINATES (ANGSTROEM)
Sr 0.22503 -0.39165 -1.28995
S 1.38739 0.59162 1.82700
O 2.66962 -2.16269 -1.64283
O 4.06179 -0.51327 -2.09814
O 1.74127 1.56164 2.86910
O 1.19345 3.15203 -0.88611
O 0.13148 0.98775 1.15582
N -0.56409 -2.02716 -3.11024
N 0.83800 4.78161 0.61126
N 2.31660 0.14852 0.69718
N -3.20083 -0.81812 -1.77263
N 3.02772 4.21818 0.03237
N -1.31966 0.86427 -3.24679
N -3.11660 0.98585 0.54110
N 1.74881 1.22290 -3.00949
N -0.32784 -3.02984 -0.21879
C -1.51948 -3.60265 0.00538
C -2.66038 1.37985 -2.79058
C -4.26778 1.73268 3.59871
C 3.88594 3.09988 -0.33638
C -3.72685 0.33443 -2.51109
C 1.58253 -2.91761 3.71581
C -0.56913 -5.58532 0.96683
C 3.53385 5.47724 -0.50133
C -1.68316 -4.85760 0.56976
C -0.48956 -1.26593 -4.35922
C -0.07745 -4.55219 4.60096
C -0.73801 -2.63814 3.13332
C -2.93589 1.26160 1.64297
C -0.58960 4.72588 0.43072
C -0.68057 -6.95721 1.56404
C 0.88598 -0.92660 2.57408
C 0.76247 -3.74661 0.13821
C 0.94373 1.75348 -4.08814
C 1.25722 5.58369 1.74586
C 1.65159 3.99982 -0.11106
C 0.67338 -5.00816 0.71977
C -0.42928 -1.42435 2.52052
C -1.44263 -0.07445 -4.38102
C 3.35903 -0.75303 0.24877
C 1.88981 -1.73407 3.09193
C -0.49677 2.05023 -3.63726
C 3.36257 -1.13759 -1.31469
C -2.84304 1.56317 3.06988
C 0.25942 -3.34004 3.78873
H -4.16580 -0.03083 -3.43167
H 1.07069 6.63067 1.55277
H 0.71828 -5.29462 4.54345
H -0.98550 5.73564 0.31561
H 0.65584 5.29878 2.60082
H -2.32135 0.75066 3.57561
H -1.01881 -5.01790 4.25987
H 4.02373 3.02658 -1.41422
H -3.87159 -1.58781 -1.86022
H 1.58006 -5.52847 0.98591
H -4.85025 0.83600 3.46240
H -2.38743 -3.01527 -0.26388
H 1.70582 -3.27449 -0.08815
H -3.24564 -0.56311 -0.77712
H -0.74158 -1.88590 -5.23903
H -4.26885 1.98451 4.67163
H 2.35762 -3.52087 4.18611
H -3.06842 2.09477 -3.51469
H 0.54620 -0.94219 -4.49160
H -2.45823 -0.46292 -4.40746
H -4.78528 2.52921 3.06601
H 2.00401 1.91535 -2.30301
H 0.02823 -2.84930 -3.09772
H 0.03542 -7.02456 2.38452
H 4.53517 5.66446 -0.10616
H 2.58364 0.74519 -3.31758
H 4.32880 -0.31161 0.44040
H -1.52055 -2.26784 -2.86096
H 0.93356 1.05311 -4.92870
H -2.44981 1.94577 -1.87789
H -1.00377 2.55963 -4.48253
H -1.68540 -7.10064 1.99287
H -2.67246 -5.25260 0.72717
H -4.55489 0.79912 -1.97454
H -1.06572 4.25289 1.29546
H -1.74370 -3.03468 3.08871
H 2.91719 -1.42264 3.04166
H 4.87090 3.27917 0.09089
H -1.28968 0.42114 -5.34235
H -0.44421 2.74115 -2.79404
H 2.92164 6.32772 -0.22045
H 3.59682 5.46408 -1.59035
H -0.84933 4.15702 -0.45547
H -1.18414 -0.83830 2.00134
H 3.28169 -1.69188 0.77351
H 2.30895 5.40429 1.99013
H -0.43782 -7.74094 0.81142
H 1.34151 2.67758 -4.51126
H 3.48992 2.16124 0.04130
H -0.20148 -4.29102 5.65864
H -2.27408 2.48262 3.23852



[2]
Computed, not measured: C29H51NOP2Si4V as an isolated structure in a non-equilibrium geometry, with ωB97M-V with the def2-TZVPD basis set.

Calculated values
- Total charge: +1
- Strongest force on any atom: 0.1586 hartree/bohr
- Expectation value of S²: 2.06
- Lowest unoccupied orbital energy (alpha / beta): -4.91 / -4.88 eV
- 2S+1: 3
- Orbital gap (alpha / beta): 0.18121 / 0.18440 Ha

CARTESIAN COORDINATES (ANGSTROEM)
V 0.19584 -0.22880 -1.15594
P -1.81853 0.90916 -1.31331
P -0.07660 -2.50344 -1.33897
Si -1.97893 0.97609 2.96357
Si 0.29344 -1.82430 2.97849
Si 1.43979 1.44057 2.63225
Si -0.19078 0.06309 1.59902
O 3.16288 0.12503 -0.77344
N 0.40925 0.07185 -3.08993
C 0.38132 -1.69505 4.87014
C -1.07327 -3.07479 2.61095
C 1.22723 1.90249 4.46136
C -0.31391 3.88354 -4.74259
C 1.21193 -3.57373 -0.63044
C 1.98225 0.03197 -0.76669
C 1.48200 -2.05864 -3.61375
C -1.61735 -3.43432 -1.09045
C -1.38846 3.10295 -4.28726
C 1.21861 2.08164 -4.18139
C -2.28233 1.05782 -3.10907
C 1.48401 -0.64890 -3.62749
C 0.97444 3.38660 -4.69441
C -2.04838 0.55246 4.81401
C -1.99373 2.87880 2.97139
C 1.42525 3.03111 1.61889
C -3.18340 -0.26240 -0.90493
C 2.65736 -2.72435 -3.96042
C 0.24674 -2.79159 -3.15676
C 1.99685 -2.51577 2.53038
C 3.80050 -2.01049 -4.35273
C 3.17023 0.69337 2.55521
C -2.41246 2.49580 -0.69259
C 3.78044 -0.62777 -4.43378
C 2.47461 1.48890 -4.09987
C -3.65645 0.35678 2.35246
C 2.61465 0.09357 -4.05970
C -1.17960 1.82379 -3.76632
C 0.12911 1.30218 -3.71059
H -2.83226 1.18317 5.26307
H 1.33948 1.04488 5.13456
H 3.33624 -0.06852 3.32692
H -1.40035 -4.51118 -1.14459
H 2.04063 2.60806 4.69453
H -1.11918 0.74367 5.36172
H 2.38035 -2.15560 1.56724
H -1.00247 -3.50392 1.60439
H -0.50650 4.88554 -5.13458
H -2.06943 3.34322 1.98293
H 1.82924 3.96467 -5.05370
H -2.39921 3.50773 -4.30452
H -0.65355 -2.45432 -3.69187
H -3.41299 2.71396 -1.08720
H -1.72002 3.27649 -1.02101
H -0.98433 -3.89797 3.33779
H -4.40590 0.59203 3.12426
H 0.36583 -3.87453 -3.28396
H 2.68655 -3.81207 -3.90408
H -2.99510 -0.78759 0.03737
H -0.59296 -1.54111 5.34505
H 3.34038 2.07442 -4.40531
H -2.34238 -0.49180 4.97764
H 1.62959 2.83037 0.55796
H 0.00372 1.58174 -1.37180
H 2.73198 -2.25260 3.30462
H -4.13612 0.28416 -0.81777
H -3.67236 -0.73158 2.20428
H 4.64858 -0.06173 -4.77761
H 0.47536 3.57698 1.68681
H -3.29996 -1.01870 -1.69365
H -3.98117 0.83760 1.42240
H -2.33499 -3.17504 -1.88089
H 3.41679 0.26123 1.57767
H -2.07561 -2.63883 2.72932
H 2.22348 3.68142 2.00914
H 1.06602 -0.91754 5.22697
H 1.16210 -4.56105 -1.11109
H 2.20263 -3.13536 -0.81552
H 1.94183 -3.61468 2.48974
H -1.12104 3.31465 3.47370
H -3.24125 1.58552 -3.17659
H -2.39165 0.04551 -3.52557
H -2.88451 3.18186 3.54397
H 1.07187 -3.68166 0.45139
H 0.76913 -2.66088 5.23331
H -2.44598 2.49155 0.39893
H 4.71163 -2.56011 -4.59751
H -2.05875 -3.19662 -0.11541
H 0.28317 2.40307 4.70128
H 3.87891 1.51628 2.73998